Record 1
This record from OMol25 describes 2 unconnected molecules or ions with the total composition C7H17N. The level of theory is ωB97M-V with the def2-TZVPD basis set.

XYZ file:
```
25
Properties=species:S:1:pos:R:3:mulliken_charge:R:1
C -0.3005 -0.3013 2.0526 -1.266
C -0.4859 -3.5233 -0.1271 -1.272
C -0.7845 -2.5498 0.9969 -0.509
C 0.0516 -1.2786 0.9297 -0.061
H -1.3083 0.0950 1.9043 0.300
H 0.3616 0.5686 2.0865 0.351
H -0.2654 -0.8244 3.0003 0.399
H -1.0905 -4.4220 -0.0337 0.383
H 0.5676 -3.8002 -0.1167 0.308
H -0.6992 -3.0918 -1.0995 0.304
H -0.5921 -3.0333 1.9564 0.323
H -1.8427 -2.2793 1.0413 0.368
H 1.1004 -1.5822 1.0480 0.258
H -0.0343 -0.8400 -0.0641 0.195
N 0.6617 3.1571 0.2577 -0.286
C 0.8402 1.9551 -0.4678 0.235
C 0.1566 1.2154 -2.7030 -0.732
C -0.1689 1.6941 -1.4922 0.037
H 1.3010 3.2629 1.0487 0.319
H -0.2742 3.2751 0.6534 0.317
H 0.8890 1.0842 0.2468 -0.114
H 1.8516 1.9807 -0.8993 0.339
H -0.5891 1.1138 -3.4736 0.291
H 1.1734 0.9452 -2.9465 0.263
H -1.2083 1.9002 -1.2408 0.252
```

As for the spin multiplicity: 2. The calculation puts the energy relative to the best compared isomer or geometry (same formula, charge and spin) at 155.1 kJ/mol. Its charge is +1. Its expectation value of S² is 0.759. The HOMO energy (alpha / beta) is -14.257 / -14.244 eV.

Record 2
This record from OMol25 describes 2 unconnected molecules or ions with the total composition ClNO3. The level of theory is ωB97M-V with the def2-TZVPD basis set.

XYZ file:
```
5
Properties=species:S:1:pos:R:3:mulliken_charge:R:1
N -0.8375 -0.3739 -0.0640 0.997
O -1.1697 -0.0999 1.0206 -0.359
O -1.1698 -0.6235 -1.1445 -0.379
O 1.0986 0.2413 -0.4868 -0.323
Cl 2.0784 0.8561 0.6747 0.065
```

The calculation puts the energy relative to the best compared isomer or geometry (same formula, charge and spin) at 99.1 kJ/mol. Its charge is 0. The HOMO energy (alpha / beta) is -10.331 / -9.822 eV.

Record 3
This record from OMol25 describes 10 unconnected molecules or ions with the total composition C49H104F4N10O11S4. The level of theory is ωB97M-V with the def2-TZVPD basis set.

XYZ file:
```
182
Properties=species:S:1:pos:R:3:mulliken_charge:R:1
C 0.1819 0.6703 1.3206 -0.152
C 0.4533 -0.7549 0.7031 1.990
C -0.7102 -1.6660 1.1746 -0.889
O 0.7594 -0.7599 -0.6766 -0.219
H -0.7974 1.0587 1.0410 -0.767
H 0.8692 1.4635 1.0264 0.404
H 0.0479 0.6101 2.4007 0.147
H 1.3706 -1.0996 1.1803 -0.940
H -1.6307 -1.4938 0.6167 0.050
H -0.9267 -1.4220 2.2146 0.067
H -0.5253 -2.7382 1.1103 -0.278
C -0.7358 -5.5026 -1.9381 -1.470
C -0.4402 -3.9978 -1.9678 1.036
N -1.1403 -3.2724 -3.0423 0.670
C -1.6225 -3.7642 -4.2520 -0.307
C -2.2969 -2.7893 -4.9533 -0.774
N -2.2984 -1.6435 -4.1173 0.491
C -1.5901 -2.0093 -2.9793 -0.879
C -2.9261 -0.4026 -4.2181 -0.760
H -1.7669 -5.7340 -1.6708 0.370
H -0.1485 -6.0136 -1.1751 0.362
H -0.5416 -5.9388 -2.9179 0.442
H 0.6329 -3.8374 -2.0714 -0.227
H -0.7693 -3.4800 -1.0668 -0.307
H -1.4856 -4.8110 -4.4800 0.485
H -2.6991 -2.7186 -5.9532 0.482
H -1.4783 -1.3632 -2.1211 0.409
H -2.3166 0.4458 -3.9070 0.081
H -3.7158 -0.3826 -3.4670 0.528
H -3.3077 -0.2860 -5.2324 0.289
C 7.6182 -3.4617 -2.0024 -1.120
C 6.7159 -2.4689 -2.8690 -0.471
N 5.7081 -1.8949 -2.0066 0.513
C 4.6478 -2.5300 -1.3590 -1.039
C 3.9819 -1.6229 -0.6044 -0.349
N 4.5090 -0.3936 -0.8264 0.669
C 5.6453 -0.6066 -1.5269 -0.322
C 4.1976 0.7571 -0.0064 -0.729
H 8.1970 -4.1829 -2.5795 0.404
H 7.0900 -4.1328 -1.3252 0.347
H 8.3546 -2.8616 -1.4678 0.324
H 6.2295 -2.9319 -3.7276 0.171
H 7.4478 -1.7264 -3.1872 0.395
H 4.5363 -3.5962 -1.4904 0.621
H 3.0648 -1.6772 -0.0365 0.296
H 6.3804 0.1609 -1.7191 0.425
H 4.9219 0.7271 0.8077 0.414
H 3.2105 0.6050 0.4302 0.011
H 4.2168 1.7085 -0.5380 0.306
C 4.3997 -1.2511 -8.9322 -1.554
C 3.5684 -0.7634 -7.7619 -0.138
C 3.6293 -1.7979 -6.5506 -0.780
N 2.7508 -1.5074 -5.2546 0.356
C 2.8147 -2.7245 -4.3055 -0.541
C 3.2165 -0.2565 -4.5152 -0.276
C 1.8704 0.2101 -3.8878 0.407
C 0.9710 0.2316 -5.0779 -0.238
C 1.2770 -1.1361 -5.6343 -0.735
H 5.4503 -1.4035 -8.6850 0.365
H 4.3928 -0.5538 -9.7700 0.419
H 4.0116 -2.1235 -9.4579 0.376
H 2.5596 -0.5635 -8.1231 0.338
H 3.9738 0.2420 -7.6478 0.288
H 4.6541 -1.9540 -6.2137 0.424
H 3.3106 -2.7893 -6.8725 0.497
H 3.8827 -2.7127 -4.0878 -0.106
H 2.6576 -3.5700 -4.9753 0.496
H 2.1485 -2.6252 -3.4485 0.150
H 3.9221 -0.5991 -3.7583 -0.466
H 3.5700 0.5359 -5.1749 0.642
H 1.4952 -0.4539 -3.1091 -0.717
H 1.9408 1.2249 -3.4961 0.572
H -0.1051 0.3219 -4.9298 0.063
H 1.2715 0.9348 -5.8546 0.447
H 0.7609 -1.9591 -5.1400 -0.097
H 1.0739 -1.4517 -6.6576 0.670
C -4.1312 6.7937 0.0185 -1.739
C -2.7692 6.1300 -0.0598 1.206
C -2.4577 5.6130 -1.4897 -0.960
N -1.0396 5.0221 -1.5648 0.777
C 0.0610 6.0799 -1.2854 -0.845
C -0.9777 4.4506 -3.0023 -1.279
C -0.0159 3.2364 -2.9492 0.557
C 0.2962 2.9139 -1.4538 0.684
C -0.8666 3.6927 -0.7723 0.800
H -4.1701 7.7195 -0.5554 0.435
H -4.5293 7.0284 1.0057 0.349
H -4.7904 6.0692 -0.4598 0.409
H -2.7605 5.3910 0.7414 -0.823
H -2.0411 6.8785 0.2528 0.442
H -2.5324 6.4065 -2.2333 0.436
H -3.2478 4.8855 -1.6757 0.288
H -0.2377 6.9959 -1.7952 0.331
H 1.1301 5.8737 -1.3376 0.358
H -0.0219 6.3354 -0.2290 0.223
H -0.6548 5.3165 -3.5802 0.429
H -1.9503 4.2188 -3.4364 0.353
H 0.8451 3.3280 -3.6113 0.580
H -0.5868 2.4526 -3.4470 -0.494
H 1.2386 3.3791 -1.1647 0.240
H 0.3323 1.8837 -1.0998 -0.514
H -0.6723 3.9196 0.2760 -0.501
H -1.8540 3.2329 -0.8160 -0.642
C 3.5642 2.4129 5.4614 -1.503
C 2.8357 1.1257 4.9166 0.330
C 2.6901 -0.0200 5.9977 -0.947
N 2.0905 -1.3733 5.3603 0.679
C 3.0544 -2.0117 4.3426 -0.742
C 1.8261 -2.2864 6.6133 -0.518
C 0.3251 -2.5823 6.6934 -0.850
C -0.0754 -2.4349 5.1919 0.136
C 0.6900 -1.1691 4.8286 -0.020
H 2.9231 2.7911 6.2577 0.375
H 3.5340 3.2646 4.7819 0.366
H 4.5989 2.3098 5.7883 0.385
H 3.4993 0.7617 4.1322 0.103
H 1.9098 1.3738 4.3977 0.041
H 2.1300 0.2885 6.8805 0.504
H 3.6900 -0.2500 6.3659 0.483
H 2.8874 -3.0883 4.3758 0.309
H 4.0733 -1.8480 4.6936 0.257
H 2.9510 -1.5135 3.3787 0.244
H 2.2673 -3.2721 6.4652 0.417
H 2.3117 -1.8509 7.4866 0.365
H 0.2505 -3.6101 7.0486 0.403
H -0.3308 -1.9289 7.2686 0.334
H 0.3166 -3.2964 4.6512 -0.278
H -1.1487 -2.3341 5.0310 0.460
H 0.6999 -0.9907 3.7533 -0.900
H 0.2305 -0.3723 5.4134 0.432
C -3.1086 0.6274 4.7803 -1.225
C -3.1801 1.1666 3.3789 1.700
C -4.6225 1.5600 2.9759 -1.192
N -4.8958 1.7596 1.4661 0.589
C -4.0786 3.0169 0.9274 -0.969
C -6.4381 1.9325 1.3454 -0.795
C -6.8036 1.3598 0.0091 -0.834
C -5.7465 0.4219 -0.4787 -0.331
C -4.6222 0.4829 0.5497 0.323
H -2.8763 1.3985 5.5148 0.366
H -2.2926 -0.0690 4.9732 -0.006
H -3.9506 -0.0043 5.0634 0.374
H -2.9098 0.3353 2.7277 -0.487
H -2.3946 1.9040 3.2139 -0.329
H -4.8203 2.5357 3.4199 0.328
H -5.2650 0.7277 3.2632 0.612
H -4.4791 3.9410 1.3444 0.333
H -4.1835 3.0377 -0.1573 0.383
H -3.0443 2.8020 1.1961 0.179
H -6.6313 2.9971 1.4778 0.475
H -6.9964 1.4991 2.1752 0.508
H -6.8449 2.1867 -0.6999 0.329
H -7.7965 0.9129 -0.0399 0.406
H -5.4343 0.6028 -1.5072 0.018
H -6.1537 -0.5869 -0.4108 0.450
H -3.5922 0.5182 0.1950 -0.022
H -4.7006 -0.4021 1.1812 -0.098
N -4.8216 -4.6234 3.4258 -0.545
S -5.5501 -3.1787 2.8070 1.131
O -5.4544 -2.7831 1.4166 -0.550
O -5.6479 -2.0978 3.8062 -0.628
F -7.0927 -3.6532 2.8245 -0.333
S -3.5393 -4.4100 2.6717 1.165
O -2.8437 -3.1503 2.9288 -0.120
O -3.4801 -4.9913 1.3330 -0.679
F -2.7307 -5.5388 3.4954 -0.338
N -1.0322 4.9092 2.4323 0.258
S -1.5824 5.2953 3.7046 0.691
O -1.0983 6.5012 4.3587 -0.641
O -2.1419 4.2475 4.5178 -0.557
F -2.9293 6.0178 3.1080 -0.361
S 0.6009 4.8018 3.0700 0.725
O 0.8066 4.1345 4.3410 -0.495
O 1.4849 5.9091 2.7525 -0.619
F 1.1557 3.6880 2.0076 -0.206
C 0.8081 -5.1682 2.4136 0.340
C 1.4866 -5.9890 3.4662 0.174
O 1.4609 -7.2821 3.4011 -0.797
O 2.1259 -5.3388 4.3401 -0.656
H 0.9751 -5.7191 1.4881 0.188
H 1.1874 -4.1510 2.3155 -0.172
H -0.2636 -5.1789 2.6122 -0.093
```

The calculation puts the energy relative to the best compared isomer or geometry (same formula, charge and spin) at 445.4 kJ/mol. Its charge is +2. The HOMO energy is -8.987 eV.